(1)
Below is C26H39N2O4P2Y as an isolated structure in a non-equilibrium geometry, with properties calculated with wB97M-V/def2-TZVPD.

Geometry as ORCA input:
```
! wB97M-V def2-TZVPD RIJCOSX def2/J DEFGRID3
* xyz 0 1
H 3.82 0.25 -0.87
H 4.42 -1.19 1.59
H 3.43 0.51 -2.58
C 1.15 0.19 4.59
H -0.43 -3.16 -3.46
C -2.42 -1.54 4.68
C -3.10 -2.24 -1.87
H -0.13 -3.05 -5.00
H -1.53 -1.40 -4.23
H -2.94 -0.27 -4.54
C 1.37 -2.63 2.01
C -1.48 -1.11 3.72
H 1.28 3.68 -4.95
P -2.51 -0.56 -2.18
O -0.83 -2.94 -4.34
H 3.13 3.46 0.31
C 1.50 2.93 -2.47
H 3.32 1.60 3.32
H -4.18 0.56 -0.91
C -0.86 0.40 1.87
H -4.15 1.35 5.08
O -0.92 -0.62 1.03
C -3.35 -0.64 5.19
H 2.50 2.03 1.21
H -4.04 -0.95 5.98
H -0.18 2.75 -6.81
H 0.97 1.22 4.25
C -2.56 1.06 3.65
H 3.04 -3.10 0.75
C -3.40 0.66 4.69
H -4.85 0.18 -2.55
H 4.77 0.64 2.99
H -0.74 -2.96 3.41
H 3.97 0.51 4.56
O 0.25 -3.42 -1.81
H -1.39 1.95 -0.98
C 0.61 2.84 -4.78
H 1.37 3.26 0.67
C 2.65 -2.42 1.50
H -2.63 2.06 3.22
H 1.00 3.80 -2.01
H -3.69 1.54 -2.30
C 0.59 2.27 -3.51
C -1.61 0.17 3.15
C 3.41 -1.34 1.97
P 2.02 1.79 -1.13
H 2.43 3.27 -2.97
C 3.59 1.03 -1.62
H 0.07 -3.56 -0.85
H -2.29 -2.97 -2.01
H -3.97 -2.53 -2.48
C -2.01 -0.42 -3.95
H -1.70 0.80 -6.22
H 1.92 0.25 5.38
H -3.38 -2.29 -0.80
C -0.20 2.32 -5.80
O -0.19 1.45 1.59
C -3.97 0.52 -1.99
N -0.45 -1.98 3.40
N -0.19 1.19 -3.25
H 4.43 1.73 -1.71
Y -0.27 0.37 -0.87
H -2.38 -2.56 5.06
C 3.79 0.62 3.48
C 0.85 -1.73 2.95
H 0.22 -0.16 5.06
H 0.89 -1.07 -1.55
C -1.04 0.72 -4.20
H 0.65 -2.47 -1.80
C 2.92 -0.49 2.96
H 0.76 -3.46 1.67
C -1.03 1.24 -5.48
C 1.64 -0.69 3.48
C 2.30 2.75 0.39
*
```

**LUMO**: 0.6 eV
**HOMO level**: -7.1 eV
**Calculated total energy**: -58387.1791 eV
**Molar mass**: 594.5 g mol⁻¹



(2)
Below is C26H40BrFN4O13PS2 as an isolated structure in a non-equilibrium geometry, with properties calculated with wB97M-V/def2-TZVPD.

Geometry as ORCA input:
```
! wB97M-V def2-TZVPD RIJCOSX def2/J DEFGRID3
* xyz 1 1
C 5.28 -7.63 3.06
N -0.52 1.59 -0.87
N 2.99 -2.29 -4.15
C 2.56 -2.12 2.62
C 1.69 0.81 -0.67
O 5.18 -7.55 4.42
H 2.01 3.02 -0.85
C 5.70 -6.28 4.78
C 2.06 -2.06 -1.82
H -0.68 -0.45 1.63
C 3.03 -2.46 -2.80
H 1.50 2.49 0.86
O 5.50 -6.40 2.51
C 2.08 2.23 -0.05
H 2.47 0.07 -0.40
H -0.03 1.17 -2.86
H 2.17 0.71 2.11
C 1.88 -1.61 -4.49
H -2.06 3.42 -2.36
C -0.29 -0.92 -1.13
C -1.23 2.89 -2.87
H 3.37 3.19 1.91
H 4.40 -5.02 3.58
C 5.40 -5.45 3.57
H -3.81 2.33 -3.55
O 4.42 1.76 -0.46
H -3.24 1.89 4.76
H -1.33 3.51 4.39
H -1.78 0.44 -4.98
H -4.05 0.20 0.97
H -0.17 1.20 1.78
C -2.15 0.44 -2.34
H -2.84 -2.42 1.46
C 0.83 -1.14 -3.64
H -6.15 0.85 -2.03
H -1.83 4.26 -0.05
O 5.19 -8.63 2.44
H -4.51 2.70 -2.00
O -3.10 0.00 0.87
P -3.07 -1.16 -0.31
N -1.77 -0.89 -1.55
C 3.61 2.16 0.32
C -5.57 1.11 -2.94
H -2.48 4.75 3.74
H -3.76 3.48 5.44
H 1.78 -1.39 -5.58
H -2.36 -3.39 -1.76
C 0.19 0.38 -0.30
F 5.03 -5.83 5.87
S -1.98 -2.38 -2.60
H -1.18 4.93 2.04
O -1.35 2.26 -0.04
H 1.82 0.99 -1.77
C -0.94 1.44 -2.27
N -4.51 -1.32 -0.96
C -2.27 3.65 3.77
C -0.99 3.59 0.31
H -0.30 3.47 -2.62
H 2.32 -1.93 3.70
H -4.36 2.98 3.83
C 0.11 0.25 1.25
H 0.00 -0.56 -4.09
H -4.46 -1.21 -1.97
O -1.99 3.10 2.47
H 1.10 -0.30 3.09
O 4.04 2.55 1.60
O -3.26 1.10 -1.83
H 0.07 3.61 2.31
H -0.08 3.99 -0.22
Br -0.12 -2.61 -0.02
H -5.40 0.14 -3.49
O 3.18 -3.10 2.36
H 2.34 -2.27 -0.76
H 6.12 -4.64 3.43
H -6.16 1.74 -3.66
C 0.80 -1.36 -2.21
S -2.63 -0.13 -4.06
C -4.19 1.81 -2.63
H -0.63 2.25 -5.04
H 6.76 -6.38 5.02
C -3.45 2.95 4.50
O -2.07 3.69 -4.94
O 2.13 -1.30 1.60
C -0.93 3.85 1.87
C -1.31 2.91 -4.43
O -3.09 -2.60 0.53
H 3.95 -2.98 -2.43
C 1.42 -0.13 2.03
*
```

**LUMO**: -3.9 eV
**HOMO level**: -12.1 eV
**Calculated total energy**: -163892.2977 eV
**Molar mass**: 810.6 g mol⁻¹



(3)
Below is C26H40IrN9OSSe as an isolated structure in a non-equilibrium geometry, with properties calculated with wB97M-V/def2-TZVPD.

Geometry as ORCA input:
```
! wB97M-V def2-TZVPD RIJCOSX def2/J DEFGRID3
* xyz 2 5
H -4.17 -0.56 -1.81
H 6.62 2.97 3.69
C -6.36 -1.21 0.32
H -1.17 4.31 -3.44
H -2.09 1.55 0.85
C -0.40 -0.36 -4.10
H 0.81 -1.98 -4.80
H 0.67 2.70 -3.89
H 1.72 -2.48 -2.58
C 1.61 -1.59 2.45
H -1.89 2.90 1.99
C 1.03 -1.67 -2.69
N 3.94 1.90 2.01
H 0.61 -4.62 1.45
N 1.04 -3.57 -0.59
H -0.89 -0.21 -5.05
H -5.38 -1.27 4.11
H -4.17 -0.06 3.62
H -1.40 5.15 0.56
S 3.50 1.09 -0.49
C 0.67 -0.91 -1.58
H 0.79 -0.86 2.43
Se -2.43 -1.39 0.95
C -0.03 0.31 -1.82
C -4.56 -1.06 3.43
H 4.18 2.50 3.96
H -7.18 -1.20 -0.36
H 1.81 -5.51 -0.19
C 0.52 -1.39 -3.94
C 1.12 -2.45 0.20
H 6.24 1.76 -0.41
N 1.36 -2.66 1.51
H -0.87 -3.07 -1.20
C -0.90 4.40 -2.39
H 2.57 -1.10 2.24
C 6.63 2.40 1.61
H 2.97 -4.17 -0.08
C -4.26 -1.31 0.98
H 2.40 -4.72 -1.66
H 1.59 2.14 -2.47
H -3.85 -2.28 -1.50
H 0.21 4.86 -0.13
C -1.40 2.29 1.24
H -1.81 4.45 -1.80
H -0.62 -4.79 -0.88
O 2.68 1.65 2.25
H -0.34 5.33 -2.27
C -4.61 -1.50 -1.45
H 2.08 -4.42 2.42
N 0.93 -1.22 -0.25
C -0.54 4.48 0.55
H 1.66 -2.00 3.46
H -1.32 1.34 -3.19
N -5.03 -1.16 2.07
H -7.13 -0.96 2.38
N -0.94 3.13 0.16
N -0.10 1.21 -0.78
C -0.38 2.51 -0.91
H -0.54 1.76 1.71
H 0.51 -3.82 3.01
H 1.63 3.85 -2.93
C 6.04 2.61 2.86
C 1.00 2.96 -2.88
C 4.70 2.35 3.03
H -3.76 -1.78 3.58
C 5.84 1.94 0.58
C -0.65 0.50 -3.06
H -0.11 4.44 1.55
N -0.12 3.24 -2.01
C -6.34 -1.09 1.68
C -0.17 -3.89 -1.31
N -5.07 -1.35 -0.10
C 4.48 1.68 0.78
C 1.14 -3.96 2.12
Ir 1.34 0.72 0.77
H 7.67 2.60 1.47
H -5.45 -1.76 -2.09
H 0.02 -4.07 -2.37
C 2.11 -4.55 -0.62
*
```

**LUMO (alpha / beta)**: -4.6 / -7.9 eV
**HOMO level (alpha / beta)**: -11.8 / -11.8 eV
**ΔE to the lowest compared entry with this formula, charge and spin**: 223.7 kJ/mol
**Calculated total energy**: -122072.8645 eV
**Molar mass**: 797.9 g mol⁻¹